The following is a DFT calculation (wB97M-V/def2-TZVPD) of a structure of composition C19H20MoN2OS4.

```
! wB97M-V def2-TZVPD RIJCOSX def2/J DEFGRID3
* xyz 1 2
Mo -0.13922 1.36200 1.77501
C -2.12525 -1.07274 2.46167
C -1.20365 -0.55991 1.38425
N -1.54600 0.55071 0.68290
N -1.85148 0.72774 -0.61066
C -1.42676 1.88361 -1.02511
S -0.43896 2.85764 0.03572
S -1.75779 2.52606 -2.58935
C -2.33162 1.03637 -3.46845
C -1.26477 -0.00922 -3.65457
C -0.08533 0.28754 -4.33197
C 0.88237 -0.68613 -4.51497
C 0.67980 -1.96970 -4.02309
C -0.49394 -2.27191 -3.35190
C -1.46153 -1.29408 -3.16610
C -0.19980 -1.48852 0.79377
C -0.46260 -2.74196 0.26202
C 0.58426 -3.50450 -0.23812
C 1.88278 -3.01788 -0.19924
C 2.16304 -1.77094 0.34650
C 1.11040 -1.02838 0.84040
O 1.32784 0.21366 1.42098
H -2.66740 -1.93898 2.07171
H -2.85494 -0.31916 2.74810
H -1.57150 -1.40815 3.33904
H -2.66763 1.44147 -4.42463
H -3.19780 0.64089 -2.94291
H 0.07654 1.28746 -4.71877
H 1.79308 -0.44652 -5.04828
H 1.43423 -2.73201 -4.16919
H -0.65998 -3.27207 -2.97100
H -2.37669 -1.52861 -2.63557
H -1.47826 -3.11694 0.22723
H 0.38538 -4.48094 -0.65849
H 2.69400 -3.61733 -0.59056
H 3.17218 -1.38529 0.39388
C 3.05294 1.97656 3.23256
S 1.75389 2.99912 2.51446
C 1.26127 3.96283 3.95416
H 2.67679 1.40308 4.07675
H 3.86548 2.62858 3.54521
H 3.39492 1.30181 2.45350
H 2.08961 4.60926 4.23537
H 0.99022 3.31602 4.78571
H 0.41148 4.57717 3.66414
S -2.11607 2.19441 4.66170
C -1.30357 1.87785 3.42616
*
```

The HOMO energy (alpha / beta) comes out at -10.95 / -11.21 eV. Its LUMO energy (alpha / beta) is -5.30 / -5.24 eV. The value obtained for the energy above the lowest of the compared OMol25 structures with the same formula, charge and spin is 0.930 eV.

---

The following is a DFT calculation (wB97M-V/def2-TZVPD) of an isolated molecule of C19H20N2O3S.

```
! wB97M-V def2-TZVPD RIJCOSX def2/J DEFGRID3
* xyz 0 1
C -3.92409 -2.47006 0.84607
C -4.05191 -1.05355 0.36540
C -5.26847 -0.61777 -0.14274
C -5.45416 0.69539 -0.53089
C -4.42332 1.60239 -0.38069
C -3.18980 1.20277 0.11381
C -2.99539 -0.14081 0.45266
O -1.74928 -0.50148 0.94868
C -0.99398 -1.42970 0.20478
C -0.78052 -1.05530 -1.25747
H -0.23914 -1.85201 -1.76398
H -1.73104 -0.85757 -1.75436
S 0.19175 0.46576 -1.46759
C 1.73291 -0.10440 -0.91028
N 2.02422 -1.34485 -0.64245
C 3.33572 -1.32515 -0.23443
C 4.16145 -2.36446 0.17333
C 5.45429 -2.04722 0.53761
C 5.92557 -0.73503 0.50291
C 5.12040 0.31321 0.09877
C 3.82388 0.00201 -0.26966
N 2.77327 0.76754 -0.72735
C 2.72061 2.18953 -0.85663
C 2.15581 2.88778 0.37887
O 2.18828 4.07420 0.54662
O 1.61403 2.03079 1.23862
H 1.23470 2.49396 2.00233
H 2.07612 2.45996 -1.70154
H 3.72133 2.58503 -1.05009
H 5.49049 1.32753 0.07863
H 6.94360 -0.53340 0.80076
H 6.12192 -2.83235 0.86004
H 3.79447 -3.37763 0.19985
H -0.02817 -1.48282 0.71388
H -1.44673 -2.42925 0.21852
C -2.09617 2.21252 0.29295
H -1.24913 1.76342 0.80178
H -2.45979 3.05543 0.87824
H -1.76523 2.58961 -0.67424
H -4.56781 2.63864 -0.64961
H -6.40676 1.01399 -0.92697
H -6.08399 -1.32254 -0.21971
H -3.58297 -3.12997 0.04659
H -4.89309 -2.83296 1.18254
H -3.22388 -2.53117 1.67645
*
```

The HOMO energy comes out at -8.11 eV. Its LUMO energy is 0.54 eV. Its SMILES is Cc1cccc(C)c1OCCSc1nc2ccccc2n1CC(=O)O. The value obtained for the energy above the lowest of the compared OMol25 structures with the same formula, charge and spin is 0.578 eV.

---

The following is a DFT calculation (wB97M-V/def2-TZVPD) of a structure of composition C19H20N2O7Tc.

```
! wB97M-V def2-TZVPD RIJCOSX def2/J DEFGRID3
* xyz 2 2
Tc -0.06209 0.32200 -0.53398
O -2.61819 -3.95857 -4.05769
C -2.01568 -3.07079 -3.27894
C -0.81950 -3.32624 -2.59247
C -0.29566 -2.31268 -1.82955
N -0.88791 -1.13059 -1.74523
C -2.04908 -0.88755 -2.34692
C -2.65581 -1.82770 -3.13546
C -2.56924 0.46489 -1.97993
O -3.56312 0.98617 -2.34400
O -1.66233 1.06985 -1.12219
C 0.91908 -2.36452 -0.96542
O 1.66271 -3.27313 -0.82286
O 1.07139 -1.14282 -0.35390
H -2.13284 -4.79469 -4.11280
H -0.31544 -4.28380 -2.63610
H -3.60169 -1.62627 -3.62001
C 0.63730 3.25333 -1.49402
C 1.39633 1.96230 -1.66771
C 0.98503 0.98703 -2.59184
C 1.87961 -0.04636 -2.99387
C 3.10878 -0.15596 -2.41665
C 3.48340 0.75652 -1.40874
C 2.65241 1.77955 -1.03455
H 0.65538 3.59530 -0.46090
H -0.39180 3.18099 -1.83657
H 1.13908 4.01033 -2.10128
H 0.09873 1.17155 -3.19014
H 1.57141 -0.72218 -3.78248
H 3.79737 -0.92995 -2.72741
H 4.45562 0.66386 -0.94255
H 2.97591 2.50392 -0.29800
O 0.21298 1.55913 1.12308
C -0.52151 0.79722 1.81704
O -1.01347 -0.23513 1.27370
C -0.81726 1.13934 3.24794
N -1.44104 -0.06869 3.92499
C -0.75163 -0.22106 5.27624
C 0.64777 0.27645 4.98425
C 0.41238 1.50510 4.10089
H -1.56609 1.93405 3.23129
H -1.28803 -0.89457 3.33536
H -2.45353 0.02620 4.01857
H -0.84169 -1.25477 5.59730
H -1.28221 0.42909 5.96974
H 1.22186 -0.48715 4.45522
H 1.18149 0.51256 5.90168
H 1.26241 1.74361 3.46610
H 0.18846 2.38484 4.70079
*
```

The HOMO energy (alpha / beta) comes out at -14.95 / -14.81 eV. Its LUMO energy (alpha / beta) is -7.98 / -7.66 eV.